The following is a quantum chemistry calculation of the ion C3H7N2S2 with charge +1 in a non-equilibrium geometry, from the Open Molecules 2025 dataset.

Structure (XYZ):
```
14
Properties=species:S:1:pos:R:3:forces:R:3:mulliken_charge:R:1
C 1.009950 1.334547 -0.515190 1.26 0.31 -1.34 -0.020
C 0.122030 -0.006632 1.312565 2.35 -1.50 1.69 -0.941
C -0.689965 -0.721411 0.242517 -0.18 -0.25 -0.99 0.496
N -0.034705 1.137071 -1.176730 -0.94 -2.39 3.46 -0.404
N 1.213722 0.765713 0.702586 1.50 -0.96 0.36 -0.192
S -2.373883 -0.424913 0.164087 0.02 -1.64 -0.29 0.006
S 0.183551 -1.987283 -0.671064 -0.31 1.32 1.60 0.010
H 1.837891 1.851355 -1.012449 0.23 0.27 0.88 0.398
H -0.337537 0.588566 2.155927 -0.46 -0.62 -1.52 0.386
H 0.711986 -0.856842 1.927986 -1.54 1.54 -1.37 0.349
H -0.340348 1.685275 -1.893793 -0.33 1.74 -2.57 0.204
H 2.189891 0.434245 0.928904 -1.62 0.88 -0.38 0.312
H -2.761689 -1.567723 -0.570430 0.52 1.24 0.74 0.213
H -0.730893 -2.231967 -1.594916 -0.50 0.05 -0.26 0.185
```
Forces are in eV/Å.

Values from the calculation:
Net charge ... +1
2S+1 ... 1
Orbital gap ... 8.169 eV
LUMO energy ... -5.470 eV

The following is a quantum chemistry calculation of a structure of composition C20H18AuClF9O3PS in a non-equilibrium geometry, from the Open Molecules 2025 dataset.

Structure (XYZ):
```
54
Properties=species:S:1:pos:R:3:forces:R:3:mulliken_charge:R:1
Au 0.776094 -0.442384 -0.204955 0.07 0.06 -0.01 0.582
F -1.971625 -0.782005 -0.518450 -0.01 0.02 -0.03 -0.353
P -1.794300 -2.080148 -1.499443 -0.07 -0.13 0.10 1.303
F -2.367480 -1.213693 -2.716280 -0.01 0.02 -0.03 -0.342
F -0.231973 -1.430917 -1.877361 0.06 0.06 0.01 -0.516
F -3.225964 -2.624826 -1.106345 0.03 0.02 -0.01 -0.367
F -1.461210 -3.287946 -2.460241 -0.02 0.01 -0.01 -0.335
F -1.081829 -2.844435 -0.261725 -0.02 0.01 -0.04 -0.339
C 2.748659 2.731735 0.975542 0.03 0.03 -0.06 -0.682
S 1.761387 1.697075 2.056750 -0.06 -0.01 0.08 0.451
C 2.842059 1.516586 3.481179 -0.01 0.02 0.02 -1.099
H 3.701689 2.251271 0.770728 0.00 0.00 0.00 0.352
H 2.877991 3.673890 1.507579 0.01 -0.01 0.03 0.414
H 2.145739 2.899020 0.085858 0.00 0.00 -0.02 0.084
H 2.899440 2.487016 3.971123 -0.01 0.02 -0.03 0.450
H 3.825784 1.181102 3.162745 0.00 -0.01 0.01 0.335
H 2.372228 0.798684 4.149631 0.02 -0.02 -0.01 0.425
F 2.742403 -7.139812 3.103331 0.00 0.00 0.00 -0.240
C 3.601603 -6.563331 2.249431 0.00 0.00 0.00 0.810
F 3.529516 -7.236465 1.092711 0.00 0.00 0.00 -0.240
F 4.835544 -6.723982 2.741413 0.00 0.00 0.00 -0.274
C 3.257321 -5.107042 2.047171 0.02 0.03 0.01 0.370
C 2.016312 -4.793095 1.506869 -0.02 0.02 -0.01 -1.050
C 1.664035 -3.473265 1.304242 -0.01 -0.07 -0.01 -0.640
C 2.565021 -2.465868 1.657222 0.43 0.17 0.33 0.781
C 3.813870 -2.786633 2.197210 -0.01 0.00 0.00 -0.818
C 4.159613 -4.111549 2.389939 -0.01 -0.03 0.01 -0.602
C 2.220982 -1.084495 1.485249 -0.89 -0.32 -0.75 0.122
C 1.880143 0.115403 1.389412 0.50 0.17 0.38 0.473
H 1.326968 -5.580467 1.232369 0.00 0.00 0.00 0.443
H 0.709405 -3.225999 0.862155 -0.01 0.02 0.01 0.564
H 4.513122 -2.002761 2.456064 -0.01 0.01 0.00 0.431
H 5.124336 -4.370110 2.801601 0.00 0.00 0.00 0.493
C -2.549087 4.727019 -2.514902 0.01 0.02 0.05 -1.393
C -3.477385 3.635414 -2.071002 0.04 -0.02 -0.04 1.067
C -4.751369 3.971496 -1.692999 -0.04 -0.04 0.00 -0.877
C -5.702030 3.008891 -1.310041 0.01 0.05 0.01 0.288
Cl -7.252646 3.519257 -0.857231 0.00 0.00 0.00 -0.120
C -5.394608 1.636128 -1.300693 0.00 -0.06 -0.01 -0.839
C -4.142980 1.255517 -1.656046 -0.06 0.02 0.01 -0.347
C -3.152971 2.225538 -2.028829 0.03 0.03 0.06 0.795
O -2.015744 1.657632 -2.295865 0.00 0.01 -0.04 -0.295
C -0.752467 2.279832 -2.617560 -0.04 -0.04 0.03 -0.974
C -0.017193 2.686097 -1.321800 0.08 0.04 -0.06 0.775
O 0.284305 3.864864 -1.172822 0.03 -0.03 -0.03 -0.696
O 0.242032 1.746618 -0.505059 -0.15 -0.03 0.10 -0.538
H -3.025924 5.689754 -2.344133 0.00 -0.01 0.00 0.413
H -2.344071 4.652965 -3.584841 0.01 -0.02 -0.01 0.387
H -1.598476 4.713407 -1.981239 0.00 0.01 -0.02 0.283
H -5.050095 5.010835 -1.695760 0.01 0.00 0.00 0.405
H -6.145586 0.914269 -1.013772 0.01 0.00 0.00 0.468
H -3.835893 0.220394 -1.667987 0.03 -0.02 0.00 0.468
H -0.889264 3.120288 -3.283644 0.01 0.03 0.00 0.298
H -0.205431 1.483234 -3.116501 0.01 0.00 0.00 0.445
```
Forces are in eV/Å.

Values from the calculation:
Net charge ... +1
2S+1 ... 2
Orbital gap (spin up / spin down) ... 8.359 / 6.114 eV
LUMO energy (spin up / spin down) ... -3.748 / -6.053 eV

The records above yield calculated total energy values of -27866.31895, -87966.62005 eV, respectively.
The records above yield energy relative to the best compared isomer or geometry (same formula, charge and spin) values of 2.576, 1.102 eV, respectively.